Entry 1:
Below is a molecular structure, C12H30AgBrN2O4 at a distorted geometry, with properties calculated with ωB97M-V with the def2-TZVPD basis set.

```
! RIJCOSX wB97M-V def2-TZVPD def2/J DEFGRID3
* xyz 1 2
Ag -0.382 -2.288 -1.607
Br 0.623 -0.824 -0.328
C -0.369 -1.562 -4.975
O -0.555 -1.225 -3.595
C -1.534 -0.212 -3.509
C -1.764 0.119 -1.989
N -2.027 -1.169 -1.369
C -2.420 -0.935 0.018
C -2.694 -2.272 0.716
O -1.404 -2.842 0.800
C -1.061 -3.261 2.124
H -1.327 -1.508 -5.492
H 0.141 -2.523 -5.031
H 0.302 -0.853 -5.461
H -2.559 -0.453 -3.790
H -1.322 0.666 -4.119
H -2.539 0.878 -1.886
H -0.836 0.539 -1.600
H -2.765 -1.614 -1.894
H -3.346 -0.381 0.176
H -1.740 -0.370 0.656
H -3.364 -2.921 0.153
H -3.073 -2.171 1.733
H -1.021 -2.437 2.837
H -0.057 -3.685 2.146
H -1.718 -4.015 2.558
C 0.393 4.832 2.043
O 0.023 3.592 1.427
C 0.413 3.414 0.065
C 1.800 2.803 -0.119
N 1.739 1.376 0.351
C 2.197 1.241 1.769
C 2.192 -0.228 2.233
O 3.000 -1.095 1.420
C 2.920 -2.426 1.972
H 1.476 4.843 2.167
H -0.203 4.819 2.955
H 0.090 5.715 1.481
H 0.384 4.339 -0.512
H -0.369 2.729 -0.262
H 2.567 3.414 0.357
H 2.052 2.803 -1.179
H 0.829 0.936 0.350
H 1.731 1.885 2.515
H 3.237 1.548 1.875
H 1.150 -0.520 2.370
H 2.615 -0.234 3.238
H 3.657 -2.738 2.711
H 2.941 -3.026 1.062
H 1.976 -2.704 2.440
*
```

The calculation puts the frontier orbital gap (alpha / beta) at 0.3071 / 0.2119 Eh. For the total energy, the calculation gives -3606.19080 Eh. The LUMO energy (alpha / beta) is -3.147 / -5.364 eV. Its energy relative to the best compared isomer or geometry (same formula, charge and spin) is 48.1 kcal/mol.

***

Entry 2:
Below is a molecular structure, C42H47F43N2O13PSSi2 at a distorted geometry, with properties calculated with ωB97M-V with the def2-TZVPD basis set.

```
! RIJCOSX wB97M-V def2-TZVPD def2/J DEFGRID3
* xyz -1 1
C -0.290 -4.517 4.531
C -0.738 -5.294 3.196
N -0.337 -4.608 1.915
Si -1.721 -3.582 1.343
C -0.972 -2.325 0.118
C -0.050 -2.956 -1.033
O 1.100 -3.689 -0.568
C 0.544 -1.672 -1.886
N 2.044 -1.647 -1.937
O -2.408 -2.920 2.788
Si -3.724 -1.822 2.473
O -4.783 -2.428 1.250
C -5.928 -1.633 1.046
O -5.960 -0.365 1.135
C -7.331 -2.299 0.606
C -8.056 -3.416 1.386
C -9.447 -3.921 0.848
C -10.074 -3.288 -0.448
C -9.339 -2.160 -1.265
C -7.969 -1.702 -0.688
P -2.722 0.099 1.951
C -3.085 0.610 0.168
C -3.444 1.535 3.005
C -2.557 2.872 2.698
S -4.663 -1.614 4.455
O -3.705 -0.980 5.459
O -4.869 -3.046 4.946
C -6.330 -0.791 4.459
F -7.381 -1.576 3.877
F -6.340 0.555 3.984
F -6.709 -0.677 5.845
C -2.878 -4.819 0.400
O -3.358 -4.429 -0.743
O -3.148 -6.070 0.915
H 0.112 -3.472 4.301
H 0.521 -5.142 5.068
H -1.207 -4.474 5.237
H -0.196 -6.314 3.197
H -1.870 -5.545 3.167
H -0.135 -5.348 1.226
H -1.866 -1.831 -0.431
H -0.353 -1.547 0.709
H -0.703 -3.528 -1.779
H 1.494 -3.274 0.228
H 0.196 -1.732 -2.977
H 0.227 -0.672 -1.425
H 2.427 -2.458 -2.436
H 2.459 -1.518 -1.007
H -7.614 -3.846 2.340
H -10.046 -4.729 1.410
H -11.099 -3.640 -0.809
H -9.772 -1.666 -2.194
H -7.413 -0.863 -1.241
H -3.492 -0.310 -0.405
H -2.203 1.067 -0.396
H -3.955 1.364 0.179
H -3.483 1.274 4.113
H -4.485 1.756 2.552
H -1.472 2.576 2.916
H -2.965 3.692 3.378
H -2.743 3.156 1.603
C 3.853 1.720 -1.591
C 3.152 1.788 -0.218
C 3.218 3.139 0.496
F 4.482 3.516 0.774
F 2.571 3.075 1.687
F 3.628 0.795 0.572
F 1.835 1.497 -0.426
O 5.173 1.156 -1.603
C 6.250 2.020 -1.310
C 6.998 1.623 -0.032
F 6.185 1.627 1.045
F 7.999 2.497 0.232
F 5.814 3.294 -1.287
F 7.093 1.936 -2.371
H 3.264 1.026 -2.200
H 3.807 2.668 -2.133
H 2.743 3.924 -0.099
H 7.429 0.623 -0.125
C -9.810 1.134 3.535
C -10.929 0.817 4.548
C -11.685 -0.493 4.318
F -12.326 -0.518 3.134
F -12.640 -0.660 5.270
F -11.782 1.869 4.609
F -10.340 0.741 5.778
O -10.136 2.041 2.471
C -10.748 1.493 1.321
C -12.163 2.035 1.093
F -12.976 1.771 2.138
F -12.730 1.459 0.002
F -10.705 0.151 1.384
F -9.958 1.843 0.279
H -9.034 1.661 4.099
H -9.315 0.233 3.164
H -11.011 -1.353 4.367
H -12.146 3.118 0.943
C -3.988 3.094 -3.681
C -3.771 3.349 -2.175
C -4.268 4.696 -1.650
F -3.646 5.739 -2.231
F -4.023 4.802 -0.319
F -2.462 3.161 -1.879
F -4.451 2.369 -1.506
O -2.868 3.328 -4.547
C -2.669 4.650 -5.003
C -1.347 5.249 -4.509
F -1.285 5.281 -3.161
F -1.209 6.529 -4.937
F -3.738 5.406 -4.686
F -2.652 4.578 -6.354
H -4.175 2.020 -3.780
H -4.899 3.567 -4.057
H -5.346 4.806 -1.800
H -0.496 4.668 -4.873
C 7.058 -2.054 -3.172
C 8.471 -1.577 -2.772
C 9.057 -0.453 -3.627
F 9.203 -0.810 -4.917
F 10.298 -0.117 -3.183
F 9.303 -2.645 -2.730
F 8.385 -1.120 -1.486
O 6.978 -3.239 -3.976
C 7.104 -3.081 -5.375
C 8.341 -3.789 -5.937
F 9.481 -3.324 -5.381
F 8.447 -3.585 -7.274
F 7.060 -1.772 -5.689
F 5.990 -3.629 -5.912
H 6.561 -2.337 -2.239
H 6.444 -1.246 -3.576
H 8.435 0.444 -3.583
H 8.291 -4.866 -5.754
C 12.036 1.208 -0.456
C 11.375 1.312 0.935
C 11.509 2.665 1.635
F 12.791 2.997 1.878
F 10.890 2.633 2.843
F 11.834 0.307 1.719
F 10.043 1.069 0.758
O 13.332 0.596 -0.514
C 14.450 1.423 -0.265
C 15.227 1.002 0.987
F 14.453 1.038 2.092
F 16.269 1.840 1.212
F 14.061 2.713 -0.232
F 15.249 1.304 -1.351
H 11.402 0.534 -1.040
H 12.008 2.154 -1.003
H 11.048 3.462 1.046
H 15.616 -0.014 0.880
*
```

The calculation puts the frontier orbital gap at 0.2198 Eh. For the total energy, the calculation gives -8328.93737 Eh. The LUMO energy is 1.372 eV.